# 1
10
Properties=species:S:1:pos:R:3 method="wB97M-V/def2-TZVPD" smiles=Nc1cnco1
N -0.97631 0.59210 -1.42384
C -0.37914 -0.03759 -0.33712
C 0.44949 -1.07704 -0.08349
N 0.98013 -0.90490 1.19834
C 0.42152 0.16373 1.63546
O -0.44816 0.73812 0.77208
H -0.68493 1.55658 -1.32001
H -0.61912 0.21474 -2.29022
H 0.72550 -1.91559 -0.71298
H 0.55091 0.69323 2.56610

# 2
C2H3IN2OS in the gas phase at a distorted geometry. Source: the OMol25 dataset; level of theory: the ωB97M-V functional and the def2-TZVPD basis.

```
10
C2H3IN2OS, DFT the ωB97M-V functional and the def2-TZVPD basis
C 0.46215 1.56870 -0.00682
C -1.55821 0.06861 -0.12125
N -0.87998 1.21278 -0.08801
N 1.57344 -1.01713 0.02143
O 0.72680 2.76183 -0.01832
S 1.88235 0.53130 0.18326
I -3.61760 0.06178 0.03335
H -1.02063 -0.86372 -0.03143
H -1.43477 2.06831 -0.13917
H 2.42124 -1.54726 0.18127
```

# 3
93
Properties=species:S:1:pos:R:3 method="wB97M-V/def2-TZVPD" charge=+1 multiplicity=5 s_squared=6.457
Mn -0.55499 -1.07302 -0.02325
C -1.19043 -3.21880 2.58877
C -1.37171 -4.49873 1.78098
C -0.51271 -5.61378 2.39146
C -0.99286 -4.33329 0.33391
C -0.87694 -5.38367 -0.58187
C -0.32628 -4.82326 -1.71244
N -0.14017 -3.52128 -1.48895
N -0.57174 -3.19239 -0.24690
B 0.57427 -2.49746 -2.39203
N 1.69915 -1.86853 -1.53030
C 3.01041 -1.91038 -1.77587
C 3.68658 -1.45923 -0.65927
C 2.69304 -1.15495 0.27217
N 1.49486 -1.40638 -0.26986
C 2.83871 -0.78379 1.71497
C 2.83554 -2.07610 2.54776
C 4.09561 0.03788 1.98344
N -0.50510 -1.48181 -2.81084
C -0.80765 -1.07959 -4.04722
C -1.98429 -0.36351 -4.00065
C -2.36776 -0.36802 -2.65722
N -1.46307 -1.05793 -1.94456
C -3.63725 0.19714 -2.09683
C -4.83321 -0.48615 -2.77312
C -3.72144 0.03112 -0.58938
H -0.15194 -3.10454 2.90398
H -1.81937 -3.22805 3.47637
H -1.46775 -2.36045 1.98610
H -2.42072 -4.80272 1.83162
H 0.54436 -5.35422 2.30991
H -0.66821 -6.56793 1.89060
H -0.75826 -5.74044 3.44678
H -1.14838 -6.41327 -0.42791
H -0.02709 -5.27452 -2.64389
H 1.05559 -3.01361 -3.34827
H 3.38774 -2.25916 -2.72223
H 4.75130 -1.36368 -0.53714
H 1.96735 -0.19425 2.00556
H 3.72697 -2.66431 2.32560
H 1.96179 -2.68187 2.30644
H 2.82411 -1.84970 3.61547
H 4.99219 -0.56213 1.82175
H 4.10172 0.37529 3.02046
H 4.14251 0.91572 1.33680
H -0.17185 -1.33416 -4.87795
H -2.50071 0.10029 -4.82332
H -3.67386 1.26066 -2.35110
H -4.81573 -1.56065 -2.58353
H -4.81742 -0.32473 -3.85020
H -5.76636 -0.08101 -2.37989
H -3.72264 -1.03230 -0.34258
H -4.64289 0.46618 -0.20480
H -2.88642 0.51781 -0.08005
C 0.95015 2.01167 4.43012
C -0.26468 1.23193 4.01596
C -1.34358 1.00702 4.86045
C -2.42949 0.29453 4.38766
C -2.39327 -0.19437 3.09224
Br -3.92736 -1.14517 2.51350
N -1.36796 -0.02494 2.26077
C -0.34182 0.69705 2.73998
H 0.75795 2.58816 5.33248
H 1.25677 2.68961 3.63280
H 1.78815 1.34137 4.63290
H -1.34413 1.39098 5.87282
H -3.29839 0.10617 5.00017
H 0.46356 0.89197 2.04823
S 2.05888 1.09738 -2.94883
P 0.97880 2.17250 -1.72000
S -0.21455 1.19631 -0.32115
C -0.14748 3.30015 -2.59245
C 0.45058 4.23866 -3.42999
C -0.34385 5.11273 -4.15110
C -1.72734 5.04747 -4.04198
C -2.31988 4.11334 -3.20715
C -1.52968 3.23784 -2.47485
C 1.98606 3.24741 -0.65944
C 1.34913 4.02945 0.30379
C 2.09633 4.88517 1.09495
C 3.47263 4.96246 0.91922
C 4.10211 4.18452 -0.04125
C 3.36039 3.32029 -0.83500
H 1.53005 4.27550 -3.51598
H 0.11283 5.84354 -4.80522
H -2.34695 5.72830 -4.61102
H -3.39806 4.06275 -3.12329
H -1.98345 2.51679 -1.80800
H 0.27218 3.96636 0.42023
H 1.60646 5.50011 1.83908
H 4.05396 5.63857 1.53264
H 5.17368 4.25324 -0.17490
H 3.83465 2.70082 -1.58591

E_tot list, top to bottom, in eV: -8202.810; -26083.052; -181474.949
M list, top to bottom, in g mol⁻¹: 84.078; 230.030; 815.559